54
Properties=species:S:1:pos:R:3:forces:R:3 method="wB97M-V/def2-TZVPD" homo_lumo_gap_ev=1.067 de_lowest_kj_mol=245.95 energy_ev=-126673.2019 charge=0 homo_energy_ha=-0.266
C 3.0560 -2.8865 0.6694 0.250 -0.302 0.419
C 2.7602 -1.6936 1.7293 0.664 -0.475 -1.440
B 2.6950 -0.2351 0.9821 0.234 -1.052 1.653
O 2.8001 0.9388 1.7955 -1.366 -1.180 -2.146
O 2.5339 -0.2613 -0.4577 -1.818 0.665 0.950
C 1.2762 0.2488 -0.8816 -1.732 2.377 -1.517
O 1.1533 1.5171 -0.8687 1.275 -1.948 0.556
N 0.1709 -0.5208 -1.3770 2.382 1.066 3.495
C -0.4287 -1.4236 -0.3551 -1.462 -0.501 -0.276
C -1.9510 -0.9213 -0.1321 0.736 0.484 0.654
C -2.7745 -2.0500 0.6356 1.888 0.497 0.121
C -1.8600 0.4203 0.7736 -0.651 -1.680 0.212
H 2.0976 -3.3291 0.2451 1.262 0.742 0.387
H 3.7341 -2.5489 -0.1895 -1.074 -0.475 1.181
H 3.5972 -3.7377 1.2125 -0.794 1.179 -0.781
H 3.6258 -1.7054 2.4643 -1.403 0.167 -0.434
H 1.7472 -1.9268 2.2122 1.577 0.535 -0.238
H 2.0869 1.5387 1.4811 0.784 -0.099 0.267
H 0.3849 -1.0119 -2.3059 0.260 0.017 -0.815
H -0.4449 -2.4825 -0.7666 0.083 1.174 0.624
H 0.0828 -1.4172 0.6601 -0.369 -0.042 -1.200
H -2.4347 -0.6220 -1.1143 0.662 -0.752 1.108
H -2.6831 -3.0704 0.1297 -0.670 1.350 0.641
H -3.8595 -1.7113 0.7566 0.872 -0.976 -0.340
H -2.2867 -2.1775 1.6718 -1.001 0.151 -1.307
H -2.8914 0.9232 0.7126 1.368 -0.017 -0.017
H -1.0120 1.0986 0.4469 -1.374 -0.617 0.326
H -1.7251 0.0727 1.8628 0.050 0.710 -1.402
Li 2.0764 3.5884 -0.4796 -0.203 -0.441 -0.547
O 7.5183 2.6444 1.1031 -0.917 -0.818 -0.678
Cl 6.2503 2.0798 1.4765 2.166 3.479 5.156
O 6.2459 1.7515 2.8700 -0.344 -0.317 -1.528
O 6.0216 0.8573 0.6901 -0.269 -2.106 -0.823
O 5.1894 3.0211 1.1788 -0.329 -0.859 -1.358
Mg -4.9868 -0.2393 1.3822 -0.335 0.204 -0.510
Cl 0.7576 -1.3814 -3.9905 0.254 -0.206 -0.223
O 3.6019 5.7681 -3.8834 0.258 -0.133 -0.121
S 4.5986 6.2151 -2.8947 -0.328 0.384 0.202
O 5.6677 6.9674 -3.5665 -0.306 -0.091 -0.108
O 5.1816 5.0327 -2.2196 -0.072 -0.999 0.524
O 3.9421 7.0780 -1.8975 0.180 -0.199 0.032
O -7.3204 1.1728 3.4616 1.674 2.477 -0.918
H -8.1835 1.5786 3.2702 0.286 0.391 -0.119
H -7.2957 1.1188 4.4349 0.412 0.607 -0.075
Mg 5.5327 1.4048 -0.9877 -0.700 0.975 -1.210
Cl -8.3787 -0.4851 4.0005 -1.824 -3.630 0.664
C -4.9661 -0.0601 -3.0680 -0.675 0.368 -1.756
O -4.4447 -0.7140 -2.0303 -0.001 0.034 1.434
H -5.6473 0.7849 -2.8391 0.036 0.140 0.489
H -4.2532 0.4283 -3.7614 0.536 0.095 0.450
H -5.5849 -0.6467 -3.7722 -0.116 -0.485 0.394
O -4.9034 -7.4056 -0.7145 2.678 2.385 1.302
V -3.6562 -6.3348 -0.1563 -0.505 -0.614 -0.486
O -2.4137 -5.2501 0.4009 -2.189 -1.637 -0.867

=====

51
Properties=species:S:1:pos:R:3:forces:R:3 method="wB97M-V/def2-TZVPD" homo_lumo_gap_ev="5.069 / 5.071" de_lowest_kj_mol=0.00 energy_ev=-116004.3118 charge=+3 homo_energy_ha="-0.645 / -0.645"
V 0.8796 -0.0374 0.5738 0.377 0.008 -0.412
C 1.1537 1.3224 4.0329 -0.008 0.011 -0.009
C 0.0427 0.4288 3.6011 0.007 0.027 -0.005
N -0.0882 -0.2054 2.4309 -0.117 0.070 0.094
C -1.2817 -0.9182 2.3715 0.038 -0.019 -0.038
C -2.0449 -0.8301 3.4803 -0.019 0.006 -0.046
S -1.2676 0.1606 4.6336 -0.013 -0.043 0.045
C -1.4751 -1.6460 1.1325 -0.005 -0.003 -0.013
C -2.4104 -2.5432 0.7641 0.005 0.022 0.015
S -2.0273 -3.1863 -0.7741 -0.036 -0.019 0.046
C -0.6395 -2.2434 -0.8923 -0.025 0.003 -0.034
N -0.4719 -1.4514 0.1802 -0.015 -0.179 0.033
C 0.2504 -2.3823 -2.0760 -0.005 0.064 -0.044
H 2.1146 1.0006 3.6417 0.007 -0.021 -0.013
H 1.2081 1.3460 5.1199 0.012 0.001 0.002
H 0.9658 2.3411 3.6885 -0.003 -0.002 0.003
H -3.0027 -1.2858 3.6773 0.005 0.010 -0.002
H -3.2706 -2.8806 1.3211 0.000 0.004 -0.017
H 0.0086 -3.3009 -2.6074 0.012 -0.001 -0.010
H 1.2970 -2.4286 -1.7775 -0.010 -0.010 0.005
H 0.1033 -1.5512 -2.7679 0.001 -0.049 0.036
O 2.6153 0.5382 -3.1362 0.033 -0.054 -0.017
S 1.4845 0.9924 -2.4199 -0.004 0.018 0.021
O 0.1427 0.7702 -2.7982 0.002 -0.027 -0.020
O 1.6070 0.0287 -0.9602 -0.082 0.143 0.260
C 1.7170 2.6462 -1.8752 -0.067 0.032 0.062
C 2.5018 3.3892 -2.7380 -0.014 0.008 0.002
C 2.5328 4.7836 -2.6237 0.047 -0.028 -0.058
C 1.7809 5.4239 -1.6653 -0.048 0.029 0.063
C 1.0183 4.6817 -0.7576 0.033 -0.031 -0.048
C 0.9765 3.3044 -0.8615 0.056 0.013 -0.042
S 0.2317 2.4835 0.4807 -0.077 -0.060 -0.011
O -0.4965 1.2441 -0.0004 -0.251 0.305 0.014
O -0.4761 3.3650 1.3163 -0.007 -0.001 0.024
O 1.3908 1.7233 1.1598 -0.039 -0.019 -0.076
H 3.0545 2.8979 -3.5273 0.007 0.011 -0.009
H 3.1397 5.3544 -3.3140 0.001 -0.010 -0.001
H 1.7883 6.5031 -1.5939 -0.005 0.001 0.003
H 0.4723 5.1767 0.0347 0.006 0.003 -0.003
S 2.5161 -1.0441 1.6849 0.236 -0.223 0.182
C 4.0549 -1.1607 0.8060 -0.022 0.007 0.046
N 5.1200 -1.4801 1.5043 0.012 -0.018 -0.019
C 6.3092 -1.6411 0.6397 0.001 -0.017 0.024
C 5.7625 -1.2269 -0.7440 -0.025 0.003 -0.028
N 4.3187 -1.0195 -0.4711 0.022 0.014 0.025
H 5.1107 -1.6705 2.4963 0.009 0.011 -0.007
H 6.6442 -2.6757 0.6691 -0.002 -0.006 0.003
H 7.1114 -0.9956 0.9879 0.002 0.001 0.003
H 5.8878 -2.0032 -1.4942 0.004 0.000 -0.005
H 6.2012 -0.3009 -1.1085 -0.002 0.006 -0.002
H 3.6485 -0.7549 -1.1743 -0.033 0.013 -0.021